(1)
{
  "formula": "C24H32N6",
  "method": "ωB97M-V/def2-TZVPD",
  "species": ["C", "C", "C", "C", "C", "N", "N", "N", "N", "C", "C", "N", "C", "C", "N", "C", "C", "C", "C", "C", "C", "C", "C", "C", "C", "C", "C", "C", "C", "C", "H", "H", "H", "H", "H", "H", "H", "H", "H", "H", "H", "H", "H", "H", "H", "H", "H", "H", "H", "H", "H", "H", "H", "H", "H", "H", "H", "H", "H", "H", "H", "H"],
  "xyz": [[-5.866, -1.250, 1.355], [-4.788, -1.267, 0.274], [-4.879, -2.552, -0.548], [-4.904, -0.060, -0.666], [-4.766, 1.295, 0.037], [-3.529, 1.401, 0.756], [-3.443, 1.122, 2.061], [-2.234, 1.254, 2.406], [-1.478, 1.618, 1.378], [-2.275, 1.713, 0.336], [-1.904, 2.084, -1.064], [-0.576, 1.690, -1.476], [-0.350, 0.260, -1.339], [1.020, -0.097, -1.922], [2.113, 0.624, -1.301], [2.435, 0.200, 0.062], [3.754, 0.794, 0.506], [4.764, 1.076, -0.405], [5.980, 1.571, 0.028], [6.206, 1.783, 1.378], [5.206, 1.501, 2.292], [3.987, 1.011, 1.858], [2.582, -1.303, 0.156], [3.454, -1.982, -0.688], [3.608, -3.351, -0.582], [2.897, -4.060, 0.374], [2.030, -3.391, 1.219], [1.874, -2.020, 1.110], [1.841, 2.046, -1.400], [0.480, 2.452, -0.823], [-5.698, -0.440, 2.060], [-5.845, -2.183, 1.913], [-6.853, -1.139, 0.910], [-3.808, -1.243, 0.763], [-4.756, -3.421, 0.094], [-5.848, -2.621, -1.037], [-4.104, -2.581, -1.312], [-4.136, -0.143, -1.439], [-5.877, -0.079, -1.161], [-5.565, 1.424, 0.770], [-4.819, 2.107, -0.694], [-1.981, 3.173, -1.168], [-2.621, 1.625, -1.753], [-1.130, -0.268, -1.897], [-0.396, -0.068, -0.288], [1.190, -1.171, -1.827], [1.027, 0.166, -2.985], [1.660, 0.509, 0.783], [4.580, 0.919, -1.457], [6.756, 1.793, -0.691], [7.157, 2.168, 1.715], [5.374, 1.666, 3.346], [3.208, 0.794, 2.575], [4.004, -1.428, -1.432], [4.286, -3.869, -1.244], [3.020, -5.130, 0.458], [1.472, -3.937, 1.966], [1.192, -1.504, 1.773], [2.630, 2.600, -0.889], [1.863, 2.303, -2.464], [0.308, 3.512, -1.026], [0.468, 2.303, 0.266]],
  "atomic_forces_ev_per_a": [[0.30, 0.05, -0.07], [-0.17, -0.04, -0.16], [0.14, 0.21, 0.15], [0.19, 0.03, 0.33], [-0.56, -0.29, -0.41], [1.46, 0.41, 0.03], [-1.27, -0.23, 0.19], [0.27, -0.16, 0.87], [0.53, 0.27, -0.74], [-0.70, -0.24, 0.32], [0.12, 0.14, -0.29], [-0.11, -0.02, 0.03], [0.23, -0.22, -0.14], [-0.34, -0.19, -0.06], [0.12, -0.18, 0.13], [0.02, -0.01, 0.01], [0.02, 0.25, 0.08], [-0.04, 0.02, 0.01], [0.09, 0.00, -0.02], [0.11, 0.04, 0.04], [0.04, 0.00, 0.10], [-0.04, 0.02, -0.08], [-0.20, -0.13, 0.06], [-0.05, -0.01, 0.03], [0.07, 0.02, -0.09], [-0.05, -0.11, 0.07], [0.00, -0.15, 0.05], [0.01, 0.12, -0.07], [-0.14, 0.36, 0.00], [0.40, 0.06, 0.06], [-0.07, 0.07, 0.11], [-0.05, -0.09, 0.10], [-0.17, 0.00, -0.05], [-0.02, 0.03, -0.03], [-0.01, -0.13, 0.03], [-0.13, -0.05, -0.08], [0.06, -0.05, -0.11], [-0.03, 0.03, -0.08], [-0.04, -0.02, -0.08], [0.08, 0.10, -0.09], [-0.02, -0.04, 0.17], [-0.07, -0.10, -0.05], [-0.02, 0.11, 0.06], [0.00, -0.05, 0.03], [-0.04, -0.01, -0.07], [-0.04, 0.07, -0.08], [-0.05, -0.07, 0.00], [0.10, -0.07, -0.02], [-0.03, -0.01, -0.11], [0.06, 0.02, -0.06], [0.07, 0.03, 0.03], [0.01, 0.02, 0.08], [-0.11, -0.02, 0.07], [0.09, 0.07, -0.10], [0.05, -0.04, -0.05], [0.01, -0.08, 0.01], [-0.04, -0.04, 0.06], [-0.07, 0.09, 0.05], [-0.04, 0.03, -0.08], [0.02, 0.08, 0.03], [0.04, 0.02, 0.05], [0.04, 0.09, -0.14]],
  "mulliken_charge": [-1.58, 0.97, -1.64, -0.60, -1.21, 0.69, -0.22, -0.93, 0.07, 0.40, -0.90, -0.05, 0.00, -1.55, 0.14, 0.21, 0.02, 0.15, -0.96, -0.41, -0.88, -0.31, -0.17, 0.13, -0.85, -0.40, -0.83, -0.30, -1.19, -0.43, 0.35, 0.44, 0.32, 0.17, 0.41, 0.35, 0.37, 0.29, 0.47, 0.47, 0.37, 0.30, 0.47, 0.39, 0.22, 0.52, 0.53, 0.49, 0.40, 0.40, 0.39, 0.41, 0.43, 0.33, 0.40, 0.38, 0.41, 0.45, 0.51, 0.41, 0.45, 0.31],
  "smiles": "CC(C)CCn1nnnc1CN1CCN(C(c2ccccc2)c2ccccc2)CC1",
  "energy_ha": -1262.23800,
  "e_above_lowest_kj_mol": 36.9
}

(2)
{
  "formula": "C24H32N6O",
  "method": "ωB97M-V/def2-TZVPD",
  "species": ["C", "O", "C", "C", "C", "C", "N", "C", "C", "N", "C", "C", "N", "N", "N", "N", "C", "C", "C", "C", "C", "C", "C", "C", "C", "C", "C", "C", "C", "C", "C", "H", "H", "H", "H", "H", "H", "H", "H", "H", "H", "H", "H", "H", "H", "H", "H", "H", "H", "H", "H", "H", "H", "H", "H", "H", "H", "H", "H", "H", "H", "H", "H"],
  "xyz": [[-7.450, 0.016, 0.946], [-6.277, 0.680, 1.338], [-5.181, 0.595, 0.519], [-5.121, -0.116, -0.672], [-3.959, -0.126, -1.421], [-2.809, 0.551, -1.008], [-1.684, 0.557, -1.822], [-0.551, 1.388, -1.503], [0.384, 0.712, -0.483], [0.205, -0.726, -0.575], [1.126, -1.459, 0.274], [2.527, -1.417, -0.240], [2.925, -1.833, -1.422], [4.226, -1.596, -1.493], [4.655, -1.062, -0.430], [3.617, -0.920, 0.404], [3.783, -0.343, 1.708], [4.525, 0.998, 1.612], [3.726, 1.999, 0.825], [3.964, 2.182, -0.532], [3.200, 3.076, -1.263], [2.191, 3.796, -0.647], [1.947, 3.619, 0.704], [2.709, 2.724, 1.434], [0.677, -2.919, 0.491], [-0.766, -2.945, 0.982], [1.603, -3.609, 1.491], [0.111, -1.125, -1.966], [-1.268, -0.667, -2.483], [-2.888, 1.267, 0.190], [-4.049, 1.290, 0.933], [-8.183, 0.222, 1.725], [-7.297, -1.067, 0.873], [-7.827, 0.392, -0.012], [-5.977, -0.659, -1.042], [-3.960, -0.659, -2.360], [-0.007, 1.557, -2.438], [-0.888, 2.358, -1.139], [0.136, 1.017, 0.538], [1.424, 1.019, -0.689], [1.092, -0.957, 1.250], [2.795, -0.202, 2.152], [4.357, -1.041, 2.327], [4.698, 1.363, 2.626], [5.488, 0.823, 1.129], [4.749, 1.620, -1.016], [3.395, 3.209, -2.317], [1.597, 4.494, -1.218], [1.163, 4.180, 1.191], [2.517, 2.590, 2.490], [0.750, -3.450, -0.462], [-0.837, -2.498, 1.971], [-1.404, -2.381, 0.308], [-1.126, -3.969, 1.039], [1.270, -4.630, 1.661], [2.625, -3.646, 1.120], [1.597, -3.086, 2.447], [0.192, -2.206, -2.049], [0.922, -0.688, -2.568], [-1.219, -0.505, -3.568], [-2.002, -1.446, -2.280], [-2.036, 1.813, 0.563], [-4.098, 1.845, 1.857]],
  "atomic_forces_ev_per_a": [[-0.15, -0.09, -0.05], [0.30, 0.13, 0.03], [0.10, 0.08, 0.05], [-0.26, -0.01, 0.25], [0.21, 0.01, 0.03], [-0.36, 0.01, -0.02], [0.13, 0.11, -0.15], [0.09, -0.01, 0.10], [-0.03, 0.15, 0.08], [0.05, 0.06, 0.11], [-0.37, -0.27, -0.09], [0.70, 0.43, 0.41], [-0.99, -0.27, 0.08], [0.58, -0.21, -0.71], [0.90, 0.50, 0.88], [-0.94, -0.67, -1.09], [0.44, 0.24, 0.55], [-0.19, -0.11, -0.05], [0.10, 0.00, 0.05], [0.03, 0.01, -0.01], [0.01, 0.02, -0.08], [-0.05, 0.05, -0.06], [-0.09, 0.04, 0.05], [0.04, -0.03, -0.02], [-0.06, 0.14, 0.28], [0.17, -0.06, -0.27], [-0.06, 0.04, -0.31], [-0.15, 0.06, -0.16], [0.09, -0.12, -0.16], [0.08, -0.04, -0.08], [-0.34, -0.11, 0.01], [0.01, -0.05, -0.08], [-0.01, 0.04, -0.02], [0.01, -0.03, 0.02], [-0.09, -0.03, -0.01], [0.01, -0.01, -0.09], [0.00, 0.08, 0.07], [0.07, 0.02, -0.06], [0.06, 0.04, 0.00], [-0.06, 0.00, 0.03], [0.01, -0.08, -0.06], [0.12, -0.06, -0.07], [-0.15, 0.06, -0.02], [0.05, -0.03, 0.00], [-0.01, 0.02, 0.12], [0.07, -0.05, -0.03], [0.02, 0.02, -0.09], [-0.05, 0.07, -0.05], [-0.07, 0.06, 0.04], [-0.02, 0.00, 0.13], [0.03, 0.04, -0.01], [-0.04, 0.08, 0.16], [-0.15, 0.02, 0.01], [-0.06, -0.12, 0.06], [0.01, -0.10, 0.07], [0.14, -0.05, 0.03], [-0.01, 0.06, 0.15], [0.05, 0.00, -0.10], [-0.06, -0.11, 0.02], [-0.02, -0.14, 0.02], [0.03, 0.04, -0.03], [0.13, 0.05, 0.03], [0.00, 0.07, 0.11]],
  "mulliken_charge": [-0.85, -0.46, 0.84, -0.54, -0.74, 0.55, 0.20, -1.67, 0.95, 0.80, 0.15, -0.50, -0.20, -0.85, -0.42, 1.15, -0.58, -1.61, 0.56, -0.18, -0.63, -0.46, -0.64, -0.23, 0.26, -1.45, -1.59, -0.73, -1.29, -0.04, -1.13, 0.24, 0.33, 0.33, 0.38, 0.51, 0.29, 0.63, 0.31, -0.73, 0.49, 0.25, 0.43, 0.54, 0.45, 0.39, 0.40, 0.42, 0.43, 0.46, 0.35, 0.31, 0.18, 0.48, 0.47, 0.34, 0.32, 0.44, 0.31, 0.23, 0.60, 0.33, 0.41],
  "smiles": "COc1ccc(N2CCN([C@H](c3nnnn3CCc3ccccc3)C(C)C)CC2)cc1",
  "energy_ha": -1337.46505,
  "e_above_lowest_kj_mol": 257.4
}

(3)
{
  "formula": "C24H32N6OS",
  "method": "ωB97M-V/def2-TZVPD",
  "species": ["C", "C", "C", "C", "C", "C", "C", "C", "C", "C", "C", "N", "C", "N", "C", "S", "C", "C", "O", "N", "C", "C", "C", "N", "C", "C", "C", "C", "N", "N", "C", "C", "H", "H", "H", "H", "H", "H", "H", "H", "H", "H", "H", "H", "H", "H", "H", "H", "H", "H", "H", "H", "H", "H", "H", "H", "H", "H", "H", "H", "H", "H", "H", "H"],
  "xyz": [[-3.289, -0.770, 2.127], [-4.133, -0.973, 0.905], [-4.560, -2.255, 0.579], [-5.389, -2.488, -0.503], [-5.819, -1.424, -1.274], [-5.390, -0.145, -0.968], [-4.536, 0.097, 0.101], [-4.087, 1.511, 0.383], [-2.591, 1.695, 0.322], [-1.875, 2.314, 1.380], [-2.558, 2.897, 2.577], [-0.565, 2.438, 1.383], [0.105, 1.980, 0.348], [1.407, 1.957, 0.121], [1.509, 1.397, -1.095], [3.018, 1.104, -1.882], [4.150, 1.789, -0.632], [4.925, 0.774, 0.200], [5.966, 1.106, 0.734], [4.378, -0.441, 0.316], [4.976, -1.473, 1.127], [3.904, -2.278, 1.856], [3.039, -3.081, 0.883], [2.162, -2.230, 0.099], [1.696, -2.865, -1.132], [0.357, -2.202, -1.428], [-0.235, -2.064, -0.028], [0.992, -1.729, 0.828], [0.356, 1.063, -1.664], [-0.548, 1.420, -0.750], [-1.884, 1.273, -0.792], [-2.451, 0.686, -2.037], [-3.072, -1.724, 2.601], [-2.345, -0.283, 1.892], [-3.818, -0.145, 2.846], [-4.241, -3.085, 1.193], [-5.706, -3.494, -0.734], [-6.482, -1.586, -2.110], [-5.728, 0.684, -1.574], [-4.444, 1.802, 1.371], [-4.554, 2.180, -0.346], [-1.806, 3.379, 3.194], [-3.049, 2.124, 3.165], [-3.301, 3.632, 2.276], [4.863, 2.431, -1.150], [3.533, 2.392, 0.037], [3.503, -0.698, -0.131], [5.651, -0.983, 1.835], [5.572, -2.144, 0.495], [4.392, -2.970, 2.544], [3.277, -1.602, 2.438], [3.695, -3.611, 0.188], [2.463, -3.840, 1.444], [2.431, -2.708, -1.925], [1.555, -3.949, -0.995], [-0.263, -2.799, -2.093], [0.513, -1.220, -1.873], [-1.010, -1.303, 0.035], [-0.668, -3.015, 0.290], [1.094, -0.646, 0.961], [0.919, -2.179, 1.825], [-3.323, 1.247, -2.363], [-1.687, 0.705, -2.810], [-2.755, -0.347, -1.873]],
  "atomic_forces_ev_per_a": [[0.00, 0.00, -0.01], [0.02, -0.05, -0.04], [0.02, -0.01, -0.02], [-0.04, -0.06, -0.05], [-0.04, -0.04, -0.07], [-0.03, 0.00, 0.09], [-0.24, -0.03, -0.02], [0.07, -0.05, -0.08], [0.23, 0.04, -0.25], [0.18, -0.01, -0.10], [-0.03, 0.01, 0.01], [-0.03, 0.28, 0.60], [-0.21, -0.41, -0.80], [0.24, 0.14, 0.29], [-0.71, 0.19, 0.43], [0.43, 0.03, -0.27], [-0.08, -0.02, -0.20], [-0.26, 0.12, -0.29], [0.34, 0.22, 0.15], [-0.19, -0.28, 0.02], [0.13, 0.03, 0.32], [0.09, -0.15, -0.38], [0.14, 0.07, 0.31], [-0.13, -0.21, -0.16], [-0.05, -0.08, -0.24], [0.12, -0.09, -0.01], [0.15, 0.01, -0.03], [-0.19, 0.36, 0.22], [0.48, -0.35, -1.04], [0.42, 0.57, 1.16], [-0.45, 0.02, 0.16], [0.16, -0.02, -0.12], [0.02, -0.03, 0.07], [0.08, 0.01, 0.05], [0.02, 0.06, 0.12], [0.04, -0.07, 0.08], [-0.03, -0.09, -0.02], [-0.06, -0.02, -0.08], [0.00, 0.11, -0.06], [-0.01, 0.10, -0.03], [-0.11, 0.01, 0.09], [-0.02, 0.01, 0.01], [-0.12, -0.04, 0.06], [-0.12, 0.03, 0.05], [-0.02, -0.08, 0.09], [0.18, 0.00, -0.03], [0.04, 0.15, -0.05], [-0.04, -0.12, -0.11], [0.03, 0.02, 0.11], [-0.01, 0.00, 0.06], [-0.02, 0.01, 0.12], [0.00, -0.05, 0.04], [-0.01, 0.00, -0.12], [-0.03, -0.11, -0.04], [0.03, 0.01, 0.00], [-0.01, -0.02, -0.07], [-0.04, -0.09, -0.01], [-0.10, 0.04, 0.06], [-0.04, -0.01, 0.00], [-0.08, -0.04, 0.12], [0.05, 0.02, -0.01], [-0.08, 0.00, 0.00], [-0.07, 0.00, -0.05], [-0.03, -0.05, -0.01]],
  "mulliken_charge": [-1.17, 1.17, -0.96, -0.67, -0.75, -0.48, 0.45, -1.64, -0.08, 1.71, -1.25, -0.70, 0.25, -0.38, 0.02, -0.23, -0.59, 0.69, -0.70, 0.04, -0.82, -0.54, -1.03, 0.55, -0.95, -0.55, 0.80, -0.86, -1.56, 0.96, 1.24, -1.55, 0.46, 0.12, 0.29, 0.38, 0.42, 0.40, 0.40, 0.41, 0.41, 0.41, 0.25, 0.36, 0.48, 0.30, 0.00, 0.47, 0.23, 0.38, 0.26, 0.53, 0.42, 0.34, 0.35, 0.48, 0.13, -1.08, 0.47, 0.03, 0.37, 0.44, 0.48, 0.15],
  "smiles": "Cc1ccccc1Cc1c(C)nc2nc(SCC(=O)NCCCN3CCCC3)nn2c1C",
  "energy_ha": -1735.75086,
  "e_above_lowest_kj_mol": 9.7
}

E_HOMO across the listed records, respectively: -8.28; -7.16; -8.43 eV.
Frontier orbital gap across the listed records, respectively: 0.328; 0.284; 0.323 Eh.